Record 1
C43H37N5O3PtS3 | wB97M-V/def2-TZVPD

XYZ file:
```
92
Properties=species:S:1:pos:R:3:forces:R:3
Pt 0.81623 -1.58059 -1.83583 -0.771 1.741 -0.846
S 1.43201 2.29124 0.43617 -0.147 -0.176 0.550
C 0.95269 1.80019 1.94395 0.271 0.640 -0.537
N 0.11831 2.54403 2.73306 0.090 -0.753 -0.204
C -0.40787 1.94709 3.94597 -0.108 0.032 0.119
C 0.66317 1.17001 4.65653 -0.056 0.014 0.092
N 1.17079 0.13185 3.78230 0.199 0.580 -0.275
C 1.83922 -0.98015 4.43813 -0.161 -0.250 0.116
C 0.87178 -1.76647 5.28751 -0.115 0.174 0.006
C 1.01704 -1.85866 6.66495 0.007 -0.062 0.026
C 0.08552 -2.55212 7.43185 0.031 0.010 -0.029
C -1.00418 -3.15171 6.82086 0.015 0.004 -0.017
C -1.15916 -3.05876 5.44094 0.006 0.005 0.020
C -0.22924 -2.36927 4.68028 0.015 -0.022 -0.026
C 1.51110 0.48715 2.50257 0.246 -0.542 -0.151
S 2.43697 -0.45921 1.52971 -0.144 0.211 0.204
C -0.69715 3.60493 2.14059 -0.140 0.129 -0.011
C -2.09592 3.12826 1.82272 0.000 -0.118 -0.022
C -2.33057 2.43835 0.63452 0.043 -0.024 0.089
C -3.59827 1.95713 0.34150 -0.019 -0.057 0.053
C -4.64112 2.14696 1.23873 0.038 0.007 0.014
C -4.41300 2.82089 2.43148 0.028 -0.001 0.006
C -3.14536 3.31015 2.71834 -0.034 0.087 -0.038
H -1.25060 1.28138 3.72995 -0.059 0.062 -0.027
H -0.76511 2.75069 4.59292 -0.034 -0.002 -0.013
H 0.23246 0.69932 5.54070 0.026 -0.011 0.012
H 1.47091 1.84152 4.97815 0.037 -0.032 0.026
H 2.67869 -0.61927 5.04560 -0.009 0.068 -0.021
H 2.24656 -1.60783 3.64928 0.044 -0.012 -0.001
H 1.86551 -1.38230 7.14477 -0.009 0.002 -0.007
H 0.21030 -2.61434 8.50601 0.000 -0.005 -0.011
H -1.73247 -3.68948 7.41544 0.006 0.010 -0.015
H -2.00943 -3.52372 4.95801 0.015 0.000 -0.001
H -0.34839 -2.28917 3.60453 -0.002 -0.018 0.017
H -0.19657 3.90707 1.22628 0.028 0.109 0.008
H -0.72418 4.45753 2.82533 0.006 -0.095 0.101
H -1.51514 2.27154 -0.06071 -0.048 -0.008 0.055
H -3.76232 1.42583 -0.58889 0.016 0.012 0.009
H -5.62981 1.76734 1.01162 0.011 -0.004 -0.004
H -5.21940 2.95814 3.14163 -0.006 0.033 -0.014
H -2.97068 3.85023 3.64405 -0.010 -0.014 -0.004
O 1.38593 -3.61560 -3.08620 0.285 -0.877 -0.460
N 2.35147 -3.30334 -3.89102 -0.339 -0.172 0.207
C 3.37209 -4.17195 -4.06601 0.118 -0.056 -0.065
C 4.39650 -3.91243 -4.93919 -0.013 0.153 -0.047
C 4.39929 -2.70066 -5.62580 0.051 -0.069 -0.077
C 3.37296 -1.80847 -5.40918 -0.175 0.037 0.099
C 2.32333 -2.10026 -4.53286 0.359 0.032 -0.168
S 0.98892 -1.04572 -4.22970 0.035 -0.064 1.735
H 3.29829 -5.06632 -3.46661 -0.109 0.004 -0.003
H 5.17949 -4.64544 -5.07332 0.021 0.019 0.052
H 5.20555 -2.45495 -6.30541 -0.033 0.005 0.009
H 3.34884 -0.84355 -5.89552 0.038 0.003 0.001
C 6.10139 -3.45464 -0.61442 -0.047 -0.042 -0.020
N 4.66535 -3.44697 -0.40780 0.092 -0.035 0.081
C 4.05215 -4.31335 0.44796 0.019 0.024 -0.064
C 2.72419 -4.30322 0.64549 -0.177 0.012 0.049
C 1.95036 -3.30998 -0.06946 0.160 -0.008 -0.037
O 0.71022 -3.17671 0.04349 0.120 0.583 -0.082
N 2.59209 -2.47184 -0.91702 0.260 -0.516 -0.208
C 3.92252 -2.51367 -1.16441 -0.094 -0.037 0.063
O 4.51934 -1.81883 -1.97301 -0.030 -0.009 0.025
H 6.54458 -4.21355 0.02858 0.003 -0.002 0.005
H 6.52378 -2.47900 -0.37882 -0.001 0.012 0.020
H 6.33610 -3.66840 -1.65710 -0.007 -0.016 -0.003
H 4.70291 -5.01859 0.94942 0.041 0.026 0.011
H 2.23048 -4.99124 1.31390 0.049 -0.012 0.008
C -0.55164 -0.21042 -1.92079 -0.020 -0.666 -0.562
C -1.30173 0.68492 -2.33213 0.290 -0.394 0.340
C -2.14165 1.66073 -2.81660 -0.212 0.162 -0.134
C -1.83102 3.06626 -2.51018 -0.038 0.001 -0.237
C -2.82978 4.02241 -2.29142 0.003 0.049 -0.002
C -2.50417 5.32553 -1.95142 0.011 0.002 0.012
C -1.17390 5.70813 -1.82434 0.000 -0.028 0.006
C -0.17176 4.77048 -2.04471 -0.040 -0.019 0.007
C -0.49552 3.46614 -2.38070 0.013 0.025 -0.036
C -3.26673 1.26834 -3.67515 0.162 0.149 0.114
C -3.72519 -0.05755 -3.67297 -0.038 -0.057 0.022
C -4.74314 -0.46201 -4.51769 -0.002 0.028 0.009
C -5.33312 0.43942 -5.39709 -0.008 -0.011 0.003
C -4.87698 1.75059 -5.42760 0.024 0.000 0.037
C -3.85752 2.16025 -4.58234 -0.025 0.003 -0.062
H -3.87033 3.72705 -2.34865 0.009 0.008 -0.023
H -3.29288 6.04684 -1.77317 -0.012 -0.012 0.019
H -0.92165 6.72498 -1.54973 0.001 0.009 -0.017
H 0.86949 5.05429 -1.95404 0.000 -0.007 0.028
H 0.28200 2.73126 -2.55454 -0.017 0.007 0.054
H -3.25004 -0.76696 -3.00660 0.006 0.011 -0.002
H -5.07481 -1.49299 -4.49837 0.005 -0.004 0.012
H -6.12551 0.11812 -6.06156 -0.005 0.004 -0.001
H -5.30703 2.45669 -6.12792 0.006 0.011 -0.003
H -3.47678 3.17029 -4.65780 -0.044 0.014 0.034
```
Forces are in eV/Å.

Energy relative to the best compared isomer or geometry (same formula, charge and spin) ... 142.4 kJ/mol
HOMO energy (spin up / spin down) ... -3.517 / -4.153 eV
HOMO-LUMO gap (spin up / spin down) ... 5.317 / 5.948 eV
Total charge ... -1
Expectation value of S² ... 0.795
F_max ... 2.08 eV/Å
2S+1 ... 2

Results of the Löwdin charge analysis, in e, for atoms 1 through 8: 0.884, 0.724, -0.694, -0.113, -0.139, -0.136, -0.130, -0.152

***

Record 2
C33H42IN5O6SiV | wB97M-V/def2-TZVPD

XYZ file:
```
89
Properties=species:S:1:pos:R:3:forces:R:3
V -0.46645 -0.79634 -0.04546 0.537 0.655 0.280
C 1.31189 -2.48556 3.37278 0.055 0.027 -0.026
O 1.64115 -1.09012 3.44204 0.089 -0.041 -0.004
C 0.85406 -0.27198 2.74317 -0.172 0.038 0.124
O -0.16126 -0.65913 2.15738 0.010 0.067 -0.182
N 1.24998 0.99918 2.84196 -0.029 0.100 -0.072
N 0.53848 2.08545 2.31518 -0.058 -0.128 -0.131
H 2.07904 -2.98726 3.95484 -0.001 -0.003 -0.020
H 1.32920 -2.82288 2.33624 0.037 0.001 0.013
H 0.33346 -2.66054 3.81960 -0.010 0.000 0.002
H 2.09450 1.20890 3.34988 -0.067 -0.014 -0.062
H -0.44701 1.95658 2.53162 0.108 0.003 0.008
H 0.61118 2.08465 1.29525 0.013 -0.084 0.078
C -3.36191 0.00156 1.54922 -0.014 0.011 0.074
C -3.03800 1.04276 0.51002 0.017 -0.084 0.044
C -4.03325 1.90621 0.10516 0.007 0.014 0.009
C -3.73421 2.82214 -0.90446 -0.034 -0.001 0.000
C -2.44861 2.93366 -1.35167 0.038 -0.010 0.009
C -1.40942 2.15082 -0.76634 -0.132 0.076 0.141
N -1.77452 1.08872 0.03654 0.157 -0.097 -0.243
N -0.11640 2.44130 -0.93163 0.233 -0.229 0.185
Si 0.48121 4.04951 -1.20438 -0.012 -0.147 -0.078
C 0.58104 4.50017 -3.02583 -0.056 0.059 0.049
C 2.19636 4.09234 -0.45695 -0.036 -0.032 0.005
C -0.53466 5.36840 -0.32676 0.001 -0.016 -0.040
H -3.96498 0.45722 2.33592 -0.008 0.000 0.002
H -2.45941 -0.40892 1.99760 -0.060 0.033 -0.011
H -3.95286 -0.81509 1.12830 0.004 0.031 0.009
H -5.02228 1.83040 0.53437 -0.010 0.002 -0.001
H -4.51082 3.45220 -1.32172 -0.007 0.014 0.006
H -2.18808 3.64260 -2.12414 0.026 0.042 -0.004
H 1.28928 3.86700 -3.56026 0.050 -0.067 -0.015
H 0.90924 5.53675 -3.13739 0.007 0.014 -0.028
H -0.39231 4.40578 -3.51442 0.019 0.002 -0.013
H 2.71796 3.14498 -0.59114 -0.012 0.014 -0.033
H 2.12519 4.27008 0.61868 0.020 -0.002 0.032
H 2.81323 4.88192 -0.89138 -0.009 0.030 0.003
H -1.38962 5.72344 -0.90201 -0.033 -0.024 -0.016
H 0.11267 6.22831 -0.13378 -0.003 0.011 -0.002
H -0.90224 5.01039 0.63716 0.007 -0.017 0.021
O 1.25862 0.36626 -0.38139 -0.336 0.183 0.210
C 2.39487 -0.31557 -0.89466 -0.024 0.004 -0.068
C 2.17498 -1.84416 -0.60557 0.072 -0.044 -0.010
O 3.01143 -2.64416 -0.99182 0.094 -0.004 -0.041
O 1.11755 -2.13883 0.05845 -0.299 -0.022 0.008
C 2.57486 -0.08370 -2.38994 0.108 -0.013 -0.047
C 1.73745 0.76667 -3.09875 -0.035 0.062 -0.020
C 1.96266 1.02023 -4.44848 -0.018 0.004 0.016
C 3.01548 0.41291 -5.11005 0.024 -0.020 -0.001
C 3.85332 -0.44722 -4.40777 -0.005 0.006 -0.012
C 3.64362 -0.68543 -3.05988 -0.064 0.000 -0.001
C 3.62482 0.15692 -0.11410 -0.002 0.008 -0.024
C 3.96319 -0.43902 1.09611 0.000 0.019 0.003
C 5.00330 0.05776 1.86582 -0.006 0.003 0.002
C 5.73017 1.15705 1.42924 0.006 0.008 0.001
C 5.41414 1.74548 0.21456 -0.010 -0.005 0.004
C 4.37125 1.24450 -0.55233 0.025 -0.031 -0.007
H 0.86829 1.31974 -0.71948 -0.032 -0.039 0.051
H 0.89832 1.24094 -2.60509 0.055 -0.018 -0.108
H 1.30368 1.69710 -4.97838 -0.014 0.007 -0.011
H 3.19070 0.60963 -6.16008 -0.001 0.004 -0.009
H 4.68548 -0.92437 -4.90960 0.007 -0.003 -0.009
H 4.30275 -1.34292 -2.51324 0.017 -0.032 0.025
H 3.41853 -1.30841 1.43847 -0.036 -0.029 0.020
H 5.25266 -0.42146 2.80427 0.005 -0.008 0.007
H 6.54422 1.54461 2.02818 0.009 0.003 -0.002
H 5.97940 2.59747 -0.14062 0.003 0.008 -0.003
H 4.13905 1.70550 -1.50444 0.023 -0.013 0.002
I -3.71964 -1.29156 -2.00126 0.004 0.024 -0.061
C -3.01086 -2.65754 -0.59151 -0.081 -0.150 0.018
C -3.70878 -3.85405 -0.46858 0.019 0.037 -0.007
C -3.31237 -4.75842 0.49757 0.011 -0.010 0.018
C -2.24008 -4.43512 1.31486 0.014 0.032 0.001
C -1.60082 -3.22943 1.11746 0.032 -0.072 -0.018
N -1.96434 -2.34609 0.16978 -0.143 -0.255 0.019
H -4.54644 -4.05421 -1.11949 -0.005 -0.005 0.000
H -3.83744 -5.69726 0.61258 -0.005 -0.006 0.002
H -1.89284 -5.10142 2.09105 -0.013 -0.022 0.002
H -0.75263 -2.93519 1.71958 -0.037 0.002 -0.048
C 0.07774 -3.47529 -2.53708 0.025 0.018 0.004
C -0.19635 -2.06394 -2.95271 -0.059 -0.103 0.101
C -0.13213 -1.73897 -4.41106 0.012 0.017 0.016
O -0.46388 -1.18731 -2.14364 -0.067 0.232 -0.113
H -0.57091 -4.15079 -3.09882 -0.003 -0.005 0.013
H -0.04297 -3.59715 -1.46375 0.012 -0.016 -0.048
H 1.11177 -3.71982 -2.79473 0.017 0.000 0.016
H -0.60217 -2.52347 -5.00434 -0.007 -0.001 0.003
H 0.92255 -1.69112 -4.69825 0.021 0.017 0.000
H -0.59071 -0.77226 -4.60348 0.015 -0.018 -0.007
```
Forces are in eV/Å.

Energy relative to the best compared isomer or geometry (same formula, charge and spin) ... 0.0 kJ/mol
HOMO energy (spin up / spin down) ... -6.986 / -7.273 eV
HOMO-LUMO gap (spin up / spin down) ... 7.035 / 7.194 eV
Expectation value of S² ... 3.756
F_max ... 0.89 eV/Å
2S+1 ... 4

Results of the Löwdin charge analysis, in e, for atoms 1 through 8: 0.798, -0.027, -0.015, -0.543, -0.020, 0.040, 0.091, 0.099

***

Record 3
C2H2NO4 | wB97M-V/def2-TZVPD

XYZ file:
```
9
Properties=species:S:1:pos:R:3:forces:R:3
C -0.45261 -0.76161 -0.03197 -2.384 -1.357 1.028
C -0.49558 0.77964 -0.08040 2.928 1.474 0.835
N 2.23554 -0.43244 0.39021 3.608 2.165 -2.324
O 2.87979 -0.16395 -0.46808 -2.383 -1.203 2.751
O 0.60949 -1.28641 0.00939 1.048 -1.605 -0.762
O 0.53364 1.44475 0.03120 -1.398 -2.221 -0.556
O -1.64602 1.32438 -0.10885 -2.378 -0.181 0.182
H -1.33289 -1.55467 0.16466 1.019 2.226 -0.731
H -2.33136 0.65031 0.09384 -0.060 0.704 -0.424
```
Forces are in eV/Å.

Energy relative to the best compared isomer or geometry (same formula, charge and spin) ... 91.3 kJ/mol
HOMO energy ... -16.147 eV
HOMO-LUMO gap ... 8.966 eV
Total charge ... +1
F_max ... 4.81 eV/Å

Results of the natural (NBO) charge analysis, in e, for atoms 1 through 8: 0.355, 0.682, 0.648, 0.065, -0.409, -0.513, -0.564, 0.227

***

Record 4
C5H10O2 | wB97M-V/def2-TZVPD

XYZ file:
```
17
Properties=species:S:1:pos:R:3:forces:R:3
C 0.03902 -0.01477 2.70817 -0.084 2.500 1.738
C 1.36944 -0.69882 -1.94431 0.648 -0.571 -3.384
C 0.78105 0.05197 -0.98953 4.365 0.294 1.584
O 0.43995 1.39624 -1.22705 -5.094 -1.509 -1.080
C 1.18995 -0.30139 0.40385 -4.144 1.838 0.094
C 0.34995 0.44930 1.30690 -0.397 -0.703 0.608
H 0.65185 0.54431 3.53533 -0.518 -0.683 -1.079
H 0.34252 -1.05526 2.85353 -0.746 -0.218 0.160
H -1.04604 0.34013 3.06690 1.899 -1.483 -0.872
H 1.72731 -0.35564 -3.01797 -1.067 -0.596 2.302
H 1.84387 -1.59372 -1.52433 -0.152 0.133 -0.646
H -0.65295 1.30761 -1.46013 4.128 0.555 0.902
H 1.57697 -1.32696 0.68163 -0.381 1.328 -0.463
H -0.37153 1.24515 0.94759 1.331 -1.000 0.134
H -2.39797 -0.58046 -2.19715 0.255 2.336 0.656
H -3.30746 0.21672 -1.29772 -0.224 0.345 0.451
O -2.53595 0.37560 -1.84572 0.180 -2.567 -1.107
```
Forces are in eV/Å.

Energy relative to the best compared isomer or geometry (same formula, charge and spin) ... 270.2 kJ/mol
HOMO energy (spin up / spin down) ... 0.484 / -2.539 eV
HOMO-LUMO gap (spin up / spin down) ... 3.222 / 6.030 eV
Total charge ... -1
Expectation value of S² ... 0.764
F_max ... 5.42 eV/Å
2S+1 ... 2

Results of the natural (NBO) charge analysis, in e, for atoms 1 through 8: -0.636, -0.655, 0.236, -0.748, -0.420, -0.358, 0.150, 0.183

***

Record 5
C4H3Cl2FO | wB97M-V/def2-TZVPD

XYZ file:
```
11
Properties=species:S:1:pos:R:3:forces:R:3
C 1.32836 -0.73759 -0.40740 1.117 -2.957 -2.646
C 0.51276 0.11943 0.44734 0.987 -2.451 3.683
C -0.70017 0.63443 0.49195 -1.986 0.761 0.563
C -1.79758 0.55482 -0.51353 -3.230 -5.556 -4.063
H 0.91778 -1.32923 -1.41985 0.709 2.387 2.724
H 1.78816 -1.58228 0.22019 -1.264 1.271 -0.733
H -2.61125 1.65413 -0.70703 2.696 -3.905 0.567
O -2.07800 -0.81012 -1.14914 1.948 9.551 4.134
F 1.18164 -0.07482 1.74409 -1.545 1.520 -2.220
Cl 2.82300 0.24232 -0.73677 -0.224 -0.103 -0.527
Cl -1.36470 1.32892 2.03014 0.791 -0.517 -1.481
```
Forces are in eV/Å.

Energy relative to the best compared isomer or geometry (same formula, charge and spin) ... 429.3 kJ/mol
HOMO energy ... -10.530 eV
HOMO-LUMO gap ... 8.700 eV
F_max ... 10.59 eV/Å

Results of the natural (NBO) charge analysis, in e, for atoms 1 through 8: -0.460, 0.410, -0.191, 0.318, 0.287, 0.275, 0.240, -0.523

***

Record 6
C7H11F2NO5 | wB97M-V/def2-TZVPD

XYZ file:
```
26
Properties=species:S:1:pos:R:3:forces:R:3
C -0.78463 1.51152 0.82470 0.910 -1.089 0.736
C 0.51445 -0.24687 -0.73341 1.378 0.979 -1.302
C -1.26296 0.35890 3.62757 0.551 -0.799 0.309
C 2.91333 -2.19778 -1.87993 -2.174 -0.172 -1.570
C -2.26238 0.60001 2.52124 1.750 -0.066 -0.726
C 1.53900 -1.65929 -2.32581 0.474 -0.707 -2.014
C 0.14475 1.18749 -0.36923 -1.637 -1.996 -1.454
N -1.47732 1.21494 -1.81110 -0.355 0.227 0.799
O -0.66555 2.60052 1.34165 -0.476 -0.006 -0.523
O 0.24374 -1.21610 -0.11896 -0.942 -1.007 1.540
O 0.88354 2.19881 -0.78010 -1.025 -0.359 0.537
O -1.49796 0.48405 1.27078 -0.178 0.591 -1.164
O 1.22752 -0.33105 -1.88706 -0.144 0.772 0.316
F -0.90643 1.63961 -2.96963 0.484 -0.041 0.035
F -2.01766 -0.01028 -2.19329 0.649 0.147 0.429
H -1.89868 0.08820 4.43239 -0.346 -0.611 1.228
H -0.69784 -0.54911 3.30338 -0.302 0.660 0.519
H -0.55603 1.08951 4.07782 -0.628 0.095 -1.170
H 3.52353 -1.41016 -2.20139 1.872 0.418 -0.740
H 3.08647 -2.36576 -0.87793 -0.214 0.048 2.508
H 3.01722 -3.20211 -2.31339 0.446 0.608 -0.548
H -2.77933 1.53260 2.51051 -0.380 0.660 0.193
H -2.94959 -0.25305 2.51101 0.134 0.372 -0.271
H 0.74281 -2.34147 -2.11208 -0.579 -0.192 0.441
H 1.58273 -1.61865 -3.48460 -0.095 0.319 1.915
H 0.33726 2.89552 -0.36315 0.825 1.148 -0.022
```
Forces are in eV/Å.

HOMO energy (spin up / spin down) ... -9.582 / -8.635 eV
HOMO-LUMO gap (spin up / spin down) ... 8.815 / 7.933 eV
F_max ... 2.96 eV/Å

Results of the natural (NBO) charge analysis, in e, for atoms 1 through 8: 0.742, 0.731, -0.650, -0.631, -0.064, -0.067, 0.251, 0.254